[1]
Computed, not measured: 5 unconnected molecules or ions with the total composition C24H29N5O8 at a distorted geometry, with ωB97M-V/def2-TZVPD.

XYZ file:
```
66
Properties=species:S:1:pos:R:3:forces:R:3
O 4.570 -2.153 1.387 0.672 0.401 0.108
N 3.571 -1.565 1.063 0.397 1.456 -1.136
O 2.469 -2.050 1.106 -0.945 0.272 0.023
C 3.703 -0.127 0.443 0.504 3.663 0.211
C 2.474 0.688 0.229 5.831 3.035 -3.069
C 2.681 2.078 -0.546 2.281 -3.698 2.608
C 4.013 2.588 -0.798 -0.597 0.196 0.183
C 5.204 1.923 -0.392 -2.513 -4.858 2.225
C 5.116 0.498 0.319 -10.125 6.773 -4.405
H 1.497 0.438 0.465 -1.560 -0.850 0.387
H 1.811 2.672 -0.752 -0.318 -0.018 -0.020
H 4.149 3.645 -1.300 -0.460 -2.339 1.010
H 6.155 2.356 -0.562 0.755 0.216 -0.014
H 5.761 -0.138 0.582 5.934 -4.227 1.887
O -3.193 4.328 -2.388 0.038 0.511 0.591
N -3.357 3.918 -3.504 -0.473 -0.656 -0.983
O -4.434 3.877 -4.100 0.745 0.204 0.344
C -2.200 3.325 -4.179 3.614 -3.692 -1.171
C -2.466 2.464 -5.476 4.097 1.645 1.868
C -1.253 1.776 -6.052 -1.598 0.881 3.149
C 0.000 1.583 -5.293 -6.112 3.840 0.750
C 0.142 2.243 -4.078 0.454 2.309 2.076
C -0.834 3.217 -3.436 -1.457 -2.476 -1.701
H -3.460 2.572 -5.985 1.292 -0.268 0.610
H -1.337 1.254 -6.995 -0.208 0.104 -0.072
H 0.741 1.131 -5.783 2.932 -2.031 -1.410
H 1.179 2.160 -3.547 -2.120 0.093 -0.858
H -0.548 3.572 -2.316 -1.238 -0.557 -3.067
O -2.255 2.864 4.551 0.965 -2.120 1.037
N -2.201 1.769 5.174 1.854 1.929 -3.382
O -3.023 1.407 5.922 -2.020 -0.931 2.223
C -1.130 0.764 4.850 3.965 -3.009 -2.346
C -1.482 -0.697 4.894 3.153 1.208 0.236
C -0.414 -1.787 4.544 -2.775 7.150 -0.219
C 0.789 -1.274 3.953 -0.454 -5.112 1.801
C 1.217 0.033 3.799 -5.799 1.164 2.660
C 0.257 1.128 4.275 -0.871 -3.183 -0.844
H -2.477 -0.882 5.340 0.718 -0.349 -0.490
H -0.809 -2.765 4.565 0.372 -1.104 0.052
H 1.447 -2.258 3.820 -0.651 2.737 -0.529
H 2.120 0.042 3.306 1.991 1.486 -0.820
H 0.556 2.133 3.984 -0.405 0.040 0.625
C -2.260 -0.208 1.486 0.526 -3.461 1.400
N -1.722 0.587 0.467 0.974 1.432 -2.899
C -1.635 0.098 -0.945 0.007 -1.212 -0.836
C -1.084 1.732 0.756 1.889 2.430 -1.428
O -0.567 2.554 -0.043 -1.009 -1.939 0.238
H -1.426 -0.763 2.085 -1.158 0.371 -1.283
H -2.913 -1.008 0.932 0.749 1.587 1.776
H -2.676 0.375 2.321 -0.765 -0.104 -0.809
H -0.651 -0.255 -1.269 0.492 -0.392 1.099
H -1.686 0.808 -1.768 -1.075 0.947 0.684
H -2.306 -0.781 -1.214 0.409 1.394 0.964
H -0.846 2.036 1.772 -0.974 -0.809 0.878
C -0.704 -3.237 -1.040 3.148 0.633 3.318
N -0.427 -4.478 -0.283 -0.774 -0.039 -3.444
C -0.538 -5.774 -1.099 0.350 0.907 6.983
C 0.120 -4.472 0.953 -1.335 -3.526 -1.960
O 0.303 -5.534 1.524 0.593 0.623 0.762
H -1.697 -2.910 -1.074 -1.712 0.215 0.479
H -0.381 -3.256 -2.035 0.844 -0.458 -1.492
H -0.031 -2.463 -0.491 -1.415 -0.744 -1.108
H -1.119 -5.681 -1.893 -1.700 0.909 -4.066
H -1.162 -6.379 -0.432 0.210 -0.446 -0.062
H 0.404 -6.242 -1.085 1.147 -0.510 -0.832
H 0.273 -3.501 1.259 0.715 2.357 1.508
```
Forces are in eV/Å.

For the highest occupied orbital energy, the calculation gives -9.365 eV. Its structure (SMILES) is O=[N+]([O-])c1ccccc1.O=[N+]([O-])c1ccccc1.O=[N+]([O-])c1ccccc1.CN(C)C=O.CN(C)C=O. The calculation puts the HOMO-LUMO gap at 8.48 eV.

Löwdin population analysis, charges in e, atoms 1 to 4:
1. O 0.088
2. N -0.372
3. O 0.044
4. C -0.052

---

[2]
Computed, not measured: a single C4H7N3 molecule, with ωB97M-V/def2-TZVPD.

XYZ file:
```
14
Properties=species:S:1:pos:R:3:forces:R:3
N 2.480 -0.458 0.276 -0.065 -0.060 -0.105
C 1.141 -0.006 0.174 -0.156 0.107 -0.109
C 0.715 1.231 -0.238 0.105 -0.149 -0.010
N -0.678 1.191 -0.273 -0.125 -0.118 0.133
C -1.115 -0.032 0.140 0.266 0.067 -0.110
N -2.499 -0.305 0.146 0.100 -0.074 -0.050
C -0.017 -0.805 0.442 0.016 0.048 0.030
H 3.023 -0.136 -0.516 0.037 0.036 0.154
H 2.518 -1.472 0.270 -0.028 0.183 0.079
H 1.263 2.120 -0.527 -0.130 -0.245 0.052
H -1.287 1.983 -0.397 0.130 -0.113 0.006
H -2.861 -0.245 -0.801 -0.069 -0.009 0.128
H -2.667 -1.247 0.476 -0.013 0.134 0.046
H -0.017 -1.820 0.828 -0.066 0.193 -0.243
```
Forces are in eV/Å.

For the highest occupied orbital energy, the calculation gives -7.164 eV. Its structure (SMILES) is Nc1c[nH]c(N)c1. The calculation puts the HOMO-LUMO gap at 8.21 eV.

Löwdin population analysis, charges in e, atoms 1 to 4:
1. N 0.061
2. C -0.359
3. C -0.090
4. N 0.048

---

[3]
Computed, not measured: a single H3N3O3 molecule at a distorted geometry, with ωB97M-V/def2-TZVPD.

XYZ file:
```
9
Properties=species:S:1:pos:R:3:forces:R:3
N 1.726 -0.155 -0.334 1.789 4.316 0.408
N 0.781 -0.985 0.056 -0.875 -2.526 0.074
N -0.393 -0.661 0.056 -2.220 2.389 -0.170
O -1.479 -1.222 0.165 1.239 -0.655 0.209
O -0.682 0.944 0.147 4.303 -0.683 0.669
O -1.935 1.248 -0.114 -2.737 -0.914 -0.447
H 1.724 0.821 0.119 -0.224 -1.982 -1.051
H 2.696 -0.499 -0.416 -1.372 -0.479 0.504
H -2.438 0.510 0.322 0.097 0.534 -0.195
```
Forces are in eV/Å.

For the highest occupied orbital energy, the calculation gives -9.367 eV. Its structure (SMILES) is N/N=[N+](/[O-])OO. The calculation puts the HOMO-LUMO gap at 9.87 eV.

Löwdin population analysis, charges in e, atoms 1 to 4:
1. N 0.023
2. N 0.010
3. N -0.229
4. O 0.008

---

[4]
Computed, not measured: a molecular structure, C10H5BrMnNO5 at a distorted geometry, with ωB97M-V/def2-TZVPD.

XYZ file:
```
23
Properties=species:S:1:pos:R:3:forces:R:3
O -0.622 -3.223 0.792 1.034 3.192 -2.377
C -0.332 -2.339 0.118 -1.624 -5.368 3.944
Mn 0.140 -0.935 -0.991 -0.296 0.131 0.652
C 0.629 0.399 -2.199 1.491 3.803 -4.053
O 0.930 1.218 -2.940 -0.952 -2.596 2.395
C 0.395 -2.325 -2.583 1.772 0.177 -4.497
O 0.818 -2.058 -3.677 -1.288 -0.369 3.420
C -1.591 -0.870 -1.650 -6.296 0.196 -2.530
O -2.674 -0.836 -2.032 3.954 -0.093 1.410
C 1.933 -1.306 -0.704 6.169 -1.456 0.873
O 3.038 -1.543 -0.498 -3.895 0.888 -0.714
H 0.104 -3.377 -2.350 -0.142 0.257 0.506
Br 1.863 3.855 1.843 -1.119 -1.382 -0.212
C 0.628 2.409 1.671 0.903 1.118 0.222
C -0.444 2.291 2.556 -0.726 -0.205 0.461
C -1.343 1.235 2.410 0.381 0.221 -0.148
C -1.158 0.313 1.378 0.750 1.267 0.500
N -0.102 0.432 0.519 0.780 1.236 0.297
C 0.787 1.461 0.654 -0.904 -0.770 0.110
H -0.581 3.013 3.349 -0.043 0.078 0.120
H -2.177 1.132 3.093 -0.033 -0.014 -0.001
H -1.862 -0.500 1.269 0.050 -0.133 -0.207
H 1.619 1.554 -0.027 0.034 -0.177 -0.171
```
Forces are in eV/Å.

For the highest occupied orbital energy (spin up / spin down), the calculation gives -20.953 / -20.529 eV. Its charge is +3. The calculation puts the HOMO-LUMO gap (spin up / spin down) at 8.83 / 4.46 eV. Its spin multiplicity is 4.

Löwdin population analysis, charges in e, atoms 1 to 4:
1. O 0.317
2. C -0.042
3. Mn 0.274
4. C -0.045

---

[5]
Computed, not measured: a molecular structure, C51H70BrN8PPbSSi, with ωB97M-V/def2-TZVPD.

XYZ file:
```
134
Properties=species:S:1:pos:R:3:forces:R:3
Pb -0.563 -0.330 0.055 -0.407 0.255 -0.179
C -2.162 0.533 3.102 0.004 0.006 -0.035
N -1.710 1.315 1.946 0.063 0.070 -0.041
C -2.789 2.100 1.339 -0.046 -0.054 0.053
C -3.445 1.290 0.265 -0.001 0.103 0.010
N -2.858 0.311 -0.397 -0.050 -0.041 0.050
C -3.793 -0.112 -1.357 -0.059 -0.155 0.056
C -3.718 -1.094 -2.348 -0.016 0.032 0.012
C -4.849 -1.308 -3.112 -0.010 -0.004 -0.003
C -6.030 -0.576 -2.910 -0.007 0.010 0.017
C -6.111 0.412 -1.950 0.065 -0.035 -0.034
C -4.966 0.626 -1.192 -0.037 -0.055 0.020
N -4.696 1.517 -0.163 0.056 -0.072 0.044
C -1.312 -0.684 3.264 -0.023 -0.018 0.038
N -0.590 -1.208 2.292 -0.055 0.068 0.070
C 0.023 -2.343 2.834 0.004 -0.078 -0.008
C 0.906 -3.266 2.270 0.067 0.036 0.048
C 1.346 -4.294 3.080 0.010 -0.001 0.004
C 0.928 -4.415 4.416 -0.011 -0.002 0.013
C 0.061 -3.505 4.987 0.052 0.013 -0.044
C -0.374 -2.471 4.165 -0.046 -0.065 0.007
N -1.227 -1.397 4.398 0.078 0.065 -0.055
H -3.192 0.212 2.925 0.000 0.002 -0.022
H -2.167 1.123 4.023 -0.018 -0.032 0.003
H -0.963 1.941 2.227 -0.040 0.010 0.085
H -2.382 3.016 0.904 0.034 -0.047 -0.062
H -3.539 2.404 2.076 0.032 0.066 -0.018
H -2.815 -1.665 -2.514 0.024 0.009 -0.005
H -4.829 -2.058 -3.891 0.006 -0.010 -0.007
H -6.892 -0.788 -3.527 -0.002 0.010 -0.008
H -7.014 0.989 -1.804 -0.017 0.006 0.007
H -5.326 2.218 0.199 0.007 0.012 -0.003
H 1.219 -3.193 1.236 -0.042 -0.024 -0.019
H 2.030 -5.032 2.682 0.012 -0.007 0.000
H 1.298 -5.237 5.011 0.005 -0.003 0.007
H -0.251 -3.591 6.018 -0.014 -0.008 0.013
H -1.671 -1.168 5.275 -0.008 -0.006 0.001
N 2.756 -0.258 1.011 -0.046 0.040 -0.056
C 4.169 -0.353 0.761 0.039 -0.201 0.130
C 5.162 -0.589 1.696 -0.105 -0.022 0.011
C 6.483 -0.637 1.264 0.014 -0.002 -0.022
C 6.823 -0.456 -0.077 -0.015 0.001 -0.047
C 5.841 -0.209 -1.020 0.069 0.059 0.150
C 4.515 -0.186 -0.568 0.057 0.107 -0.169
P 3.165 0.047 -1.662 0.678 -0.140 -0.350
C 2.462 -1.312 -2.437 -0.426 0.038 0.260
C 1.377 -1.114 -3.330 0.029 0.030 -0.029
C 0.881 -2.195 -4.021 -0.004 0.026 0.057
C 1.426 -3.462 -3.804 -0.034 -0.029 -0.046
C 2.458 -3.671 -2.889 0.013 -0.008 0.063
C 2.967 -2.608 -2.178 0.093 0.028 -0.035
C 3.238 1.517 -2.543 -0.205 0.101 0.151
C 3.189 1.533 -3.961 -0.044 -0.008 -0.078
C 3.549 2.684 -4.624 -0.084 -0.109 -0.014
C 3.878 3.831 -3.904 0.022 0.076 -0.026
C 3.880 3.843 -2.508 -0.054 -0.045 0.066
C 3.570 2.693 -1.823 0.182 0.049 0.038
H 2.419 -1.052 1.554 -0.009 0.003 -0.003
H 2.534 0.579 1.544 -0.003 0.020 -0.031
H 4.918 -0.719 2.743 0.014 0.009 0.018
H 7.270 -0.808 1.988 0.001 -0.008 0.007
H 7.858 -0.506 -0.384 0.012 0.005 0.007
H 6.095 -0.063 -2.062 -0.008 0.023 -0.006
H 0.944 -0.127 -3.461 -0.002 -0.021 -0.034
H 0.071 -2.067 -4.725 -0.019 0.015 0.004
H 1.031 -4.308 -4.353 0.013 -0.002 -0.022
H 2.861 -4.664 -2.747 0.006 -0.005 0.018
H 3.775 -2.749 -1.472 0.018 -0.009 -0.020
H 2.958 0.635 -4.517 0.002 0.014 -0.007
H 3.579 2.697 -5.704 -0.017 -0.012 -0.015
H 4.148 4.731 -4.442 0.014 0.003 0.002
H 4.143 4.746 -1.974 -0.018 0.005 0.019
H 3.594 2.681 -0.741 0.037 0.003 0.003
C -3.334 4.656 -1.813 0.001 0.034 -0.025
C -2.169 5.153 -2.685 -0.021 0.001 0.015
C -2.550 6.529 -3.264 -0.027 0.006 -0.025
C -0.964 5.352 -1.753 -0.002 -0.031 0.022
Si -1.843 3.925 -4.116 0.013 0.132 -0.021
Br -0.846 2.106 -2.954 0.082 -0.119 0.044
C -0.501 4.466 -5.363 0.068 -0.066 0.012
C 0.209 3.265 -6.012 -0.051 -0.010 0.007
C -1.143 5.321 -6.472 -0.048 -0.001 0.021
C 0.596 5.308 -4.697 -0.006 -0.026 0.041
C -3.401 3.168 -4.914 -0.068 -0.122 0.015
C -3.021 2.229 -6.070 0.037 0.041 -0.009
C -4.314 4.279 -5.467 0.018 0.038 0.030
C -4.238 2.331 -3.933 0.045 0.018 -0.024
H -3.412 5.296 -0.929 -0.004 0.028 0.014
H -3.184 3.623 -1.480 0.009 -0.008 -0.013
H -4.290 4.713 -2.332 0.011 -0.011 -0.008
H -2.795 7.207 -2.442 -0.006 0.015 0.015
H -3.420 6.491 -3.919 0.011 -0.002 0.006
H -1.732 6.985 -3.820 0.023 0.007 -0.009
H -1.265 6.022 -0.943 0.000 0.033 0.016
H -0.114 5.816 -2.247 0.002 -0.024 -0.010
H -0.632 4.413 -1.305 0.010 -0.016 0.006
H -0.466 2.559 -6.490 0.011 0.026 0.002
H 0.793 2.716 -5.272 0.029 -0.019 0.001
H 0.890 3.638 -6.782 0.031 0.009 -0.015
H -1.794 4.741 -7.124 0.003 -0.006 0.008
H -0.351 5.740 -7.097 0.012 0.005 -0.020
H -1.719 6.160 -6.077 0.001 0.018 0.006
H 1.068 4.775 -3.866 0.013 -0.014 0.018
H 0.234 6.267 -4.328 -0.023 0.005 0.002
H 1.364 5.529 -5.443 0.033 0.002 -0.024
H -2.451 2.723 -6.853 -0.031 -0.001 0.002
H -3.939 1.861 -6.534 -0.035 -0.037 0.006
H -2.457 1.361 -5.718 0.035 0.012 -0.006
H -3.850 4.862 -6.261 0.009 0.017 0.023
H -4.650 4.964 -4.687 -0.018 -0.010 -0.013
H -5.209 3.815 -5.889 -0.011 -0.017 -0.031
H -3.630 1.630 -3.358 -0.009 0.010 -0.035
H -4.955 1.743 -4.510 -0.032 0.008 -0.023
H -4.815 2.945 -3.244 0.043 0.000 0.013
C -5.720 -3.936 0.185 -0.013 -0.005 0.004
C -4.643 -3.390 1.105 -0.026 -0.001 0.002
N -3.418 -3.026 0.373 0.060 0.082 0.023
C -2.267 -3.657 0.220 0.112 -0.125 0.069
S -0.991 -2.883 -0.714 -0.061 -0.001 -0.124
N -1.978 -4.863 0.681 0.030 0.089 0.006
C -2.828 -5.912 1.277 -0.046 0.033 0.003
C -2.150 -7.255 1.092 -0.006 -0.032 0.010
H -6.645 -4.079 0.741 -0.007 -0.012 0.003
H -5.436 -4.892 -0.254 0.016 -0.007 -0.003
H -5.919 -3.239 -0.630 -0.015 0.017 0.007
H -4.389 -4.073 1.909 -0.020 -0.022 -0.005
H -4.990 -2.469 1.577 0.003 -0.002 0.005
H -3.504 -2.193 -0.193 -0.016 -0.013 -0.044
H -1.020 -5.139 0.521 0.001 0.003 0.016
H -3.797 -5.903 0.781 0.011 -0.010 0.002
H -2.973 -5.700 2.338 -0.016 -0.016 -0.010
H -1.998 -7.478 0.037 -0.004 -0.001 -0.013
H -2.772 -8.043 1.514 -0.003 0.004 0.010
H -1.189 -7.285 1.607 0.017 0.005 0.000
```
Forces are in eV/Å.

For the highest occupied orbital energy, the calculation gives -17.037 eV. Its charge is +4. The calculation puts the HOMO-LUMO gap at 4.38 eV.

Löwdin population analysis, charges in e, atoms 1 to 4:
1. Pb 1.071
2. C -0.100
3. N -0.118
4. C -0.108